The following is a DFT calculation (wB97M-V/def2-TZVPD) of a 5-piece molecular cluster, C36H61NO11 overall.

The geometry in ORCA input format:
```
! RIJCOSX wB97M-V def2-TZVPD def2/J DEFGRID3
* xyz 0 1
O -2.574 7.309 -0.258
C -1.602 6.632 -0.386
C -1.461 5.161 -0.306
C -0.168 4.863 -0.430
C 0.574 3.576 -0.397
C -0.275 2.303 -0.571
C 0.042 1.264 0.501
C -0.554 -0.128 0.214
C 0.503 -1.239 0.213
C -0.068 -2.648 0.435
C -0.290 -3.466 -0.854
C 0.312 -4.877 -0.821
C 0.615 -5.417 -2.236
C 2.110 -5.670 -2.441
C 2.453 -6.073 -3.889
C 2.677 -7.571 -4.063
N 4.008 -8.022 -3.699
C 4.804 -7.568 -2.688
C 5.977 -8.259 -2.718
C 5.901 -9.172 -3.793
C 4.682 -8.996 -4.374
C 0.569 6.155 -0.590
O 1.748 6.334 -0.653
O -0.355 7.181 -0.625
H -2.269 4.462 -0.174
H 1.401 3.604 -1.105
H 1.055 3.527 0.588
H -1.338 2.541 -0.545
H -0.069 1.865 -1.548
H 1.129 1.176 0.577
H -0.301 1.618 1.476
H -1.112 -0.124 -0.723
H -1.250 -0.374 1.018
H 1.061 -1.215 -0.726
H 1.223 -1.027 1.006
H -1.019 -2.542 0.964
H 0.587 -3.215 1.097
H -1.360 -3.579 -1.042
H 0.139 -2.922 -1.697
H -0.381 -5.557 -0.324
H 1.228 -4.892 -0.231
H 0.073 -6.351 -2.400
H 0.294 -4.695 -2.991
H 2.663 -4.784 -2.127
H 2.399 -6.478 -1.764
H 3.325 -5.531 -4.255
H 1.591 -5.815 -4.506
H 1.930 -8.097 -3.460
H 2.506 -7.861 -5.098
H 4.519 -6.794 -1.999
H 6.807 -8.118 -2.047
H 6.655 -9.878 -4.095
H 4.269 -9.512 -5.223
C -5.001 7.293 2.200
C -4.993 5.828 1.827
O -5.220 4.974 2.954
C -6.453 4.660 3.400
C -7.655 5.396 2.851
O -6.557 3.834 4.263
H -5.971 7.610 2.583
H -4.755 7.901 1.329
H -4.262 7.484 2.978
H -5.700 5.602 1.027
H -4.006 5.547 1.465
H -7.883 6.225 3.520
H -8.496 4.708 2.851
H -7.527 5.781 1.843
C -0.010 -6.795 6.168
C 0.836 -5.601 5.777
O 1.369 -5.725 4.456
C 0.683 -5.366 3.351
C -0.786 -5.033 3.460
O 1.256 -5.378 2.297
H -0.888 -6.892 5.530
H -0.345 -6.699 7.201
H 0.571 -7.712 6.073
H 0.297 -4.660 5.887
H 1.713 -5.539 6.419
H -1.358 -5.933 3.237
H -1.017 -4.281 2.710
H -1.092 -4.651 4.430
C 5.138 5.673 3.489
C 5.920 4.632 2.715
O 5.136 3.471 2.426
C 4.318 3.393 1.358
C 4.016 4.629 0.546
O 3.794 2.339 1.116
H 4.293 6.052 2.912
H 5.781 6.514 3.747
H 4.745 5.238 4.408
H 6.352 5.039 1.800
H 6.746 4.260 3.318
H 3.097 5.068 0.924
H 3.857 4.327 -0.484
H 4.795 5.387 0.558
C -2.652 5.022 -4.308
C -2.554 3.554 -4.661
O -2.693 2.735 -3.496
C -3.885 2.357 -2.991
C -5.156 2.962 -3.542
O -3.895 1.587 -2.071
H -3.632 5.277 -3.905
H -2.467 5.651 -5.179
H -1.908 5.252 -3.544
H -3.263 3.261 -5.437
H -1.560 3.323 -5.039
H -5.428 3.815 -2.920
H -5.941 2.215 -3.468
H -5.089 3.288 -4.576
*
```

Calculated values
- Relative energy (zero: lowest compared OMol25 entry of this formula, charge and spin): 0.00 kcal/mol
- E_HOMO: -0.291 hartree
- Structure (SMILES): O=C1C=C(CCCCCCCCCCCCn2cccc2)C(=O)O1.CCOC(C)=O.CCOC(C)=O.CCOC(C)=O.CCOC(C)=O

Löwdin atomic charge list, values in e, 99 entries: number 1, O, carries 0.16; number 2, C, carries -0.43; number 3, C, carries 0.10; number 4, C, carries -0.10; number 5, C, carries -0.12; number 6, C, carries -0.18; number 7, C, carries -0.20; number 8, C, carries -0.20; number 9, C, carries -0.21; number 10, C, carries -0.20; number 11, C, carries -0.19; number 12, C, carries -0.21; number 13, C, carries -0.21; number 14, C, carries -0.22; number 15, C, carries -0.18; number 16, C, carries -0.15; number 17, N, carries -0.11; number 18, C, carries -0.10; number 19, C, carries -0.10; number 20, C, carries -0.11; number 21, C, carries -0.12; number 22, C, carries -0.37; number 23, O, carries 0.17; number 24, O, carries 0.15; number 25, H, carries 0.13; number 26, H, carries 0.13; number 27, H, carries 0.13; number 28, H, carries 0.10; number 29, H, carries 0.12; number 30, H, carries 0.10; number 31, H, carries 0.12; number 32, H, carries 0.11; number 33, H, carries 0.10; number 34, H, carries 0.11; number 35, H, carries 0.11; number 36, H, carries 0.10; number 37, H, carries 0.08; number 38, H, carries 0.11; number 39, H, carries 0.10; number 40, H, carries 0.11; number 41, H, carries 0.09; number 42, H, carries 0.11; number 43, H, carries 0.10; number 44, H, carries 0.12; number 45, H, carries 0.10; number 46, H, carries 0.11; number 47, H, carries 0.10; number 48, H, carries 0.13; number 49, H, carries 0.12; number 50, H, carries 0.11; number 51, H, carries 0.09; number 52, H, carries 0.09; number 53, H, carries 0.11; number 54, C, carries -0.06; number 55, C, carries -0.24; number 56, O, carries 0.00; number 57, C, carries -0.53; number 58, C, carries 0.01; number 59, O, carries 0.11; number 60, H, carries 0.07; number 61, H, carries 0.07; number 62, H, carries 0.09; number 63, H, carries 0.11; number 64, H, carries 0.10; number 65, H, carries 0.10; number 66, H, carries 0.09; number 67, H, carries 0.07; number 68, C, carries -0.06; number 69, C, carries -0.24; number 70, O, carries 0.00; number 71, C, carries -0.51; number 72, C, carries 0.02; number 73, O, carries 0.10; number 74, H, carries 0.07; number 75, H, carries 0.08; number 76, H, carries 0.08; number 77, H, carries 0.11; number 78, H, carries 0.12; number 79, H, carries 0.10; number 80, H, carries 0.07; number 81, H, carries 0.07; number 82, C, carries -0.06; number 83, C, carries -0.24; number 84, O, carries 0.00; number 85, C, carries -0.52; number 86, C, carries 0.00; number 87, O, carries 0.10; number 88, H, carries 0.07; number 89, H, carries 0.08; number 90, H, carries 0.08; number 91, H, carries 0.11; number 92, H, carries 0.12; number 93, H, carries 0.07; number 94, H, carries 0.09; number 95, H, carries 0.08; number 96, C, carries -0.06; number 97, C, carries -0.23; number 98, O, carries -0.01; number 99, C, carries -0.53